No. 1
Molecular formula: C35H33Cl2MnN4OPS2
Method: DFT, ωB97M-V/def2-TZVPD

Calculated values
E_HOMO (alpha / beta) = -0.38221 / -0.38773 Eh
calculated total energy = -4856.79981 Eh
spin multiplicity = 5
charge = +1
orbital gap (alpha / beta) = 6.2 / 8.2 eV
ΔE to the lowest compared entry with this formula, charge and spin = 20.7 kcal/mol

```
79
Properties=species:S:1:pos:R:3:forces:R:3
Mn -1.13118 0.53046 -0.09051 0.15 0.41 0.18
Cl -2.59917 2.48227 0.65997 -0.15 -0.21 -0.01
C -3.82437 1.42009 1.33955 -0.01 -0.01 0.06
C -5.13951 1.82905 1.27626 -0.03 -0.01 0.02
C -6.11446 1.01067 1.82798 -0.02 0.04 -0.02
C -5.76026 -0.18403 2.42823 0.02 -0.04 0.01
C -4.43009 -0.57523 2.46870 -0.01 0.05 -0.01
Cl -4.03505 -2.06326 3.24749 0.00 -0.05 0.00
C -3.41397 0.21231 1.91540 -0.01 0.04 -0.01
S -1.72089 -0.25196 2.00894 -0.03 0.05 0.02
H -5.39560 2.76902 0.80841 0.01 0.00 0.00
H -7.15238 1.31134 1.79329 0.00 0.00 0.00
H -6.50998 -0.82413 2.87197 0.01 0.00 0.00
C -1.30025 5.40511 -4.75783 0.00 0.00 0.00
C -0.99185 4.67537 -3.48975 0.00 0.00 0.04
C -0.45956 5.31838 -2.37329 0.00 0.00 -0.01
C -0.24483 4.55233 -1.24691 0.02 0.00 0.01
N -0.51898 3.24760 -1.20362 0.02 0.04 -0.04
C -1.02236 2.72809 -2.32271 0.02 -0.08 0.00
S -1.37988 1.00009 -2.33137 -0.03 -0.02 -0.14
N -1.26974 3.37130 -3.45650 0.03 0.05 -0.01
H -0.72121 6.32262 -4.84355 0.00 0.00 0.00
H -2.36009 5.66715 -4.77539 0.00 0.00 0.00
H -1.10723 4.76159 -5.61336 0.00 0.00 0.00
H -0.22634 6.37329 -2.38974 0.00 0.00 0.01
H 0.15992 4.98725 -0.33944 0.01 0.00 0.00
C 5.39102 1.40767 0.12503 0.01 -0.01 0.01
N 4.06386 0.95654 -0.27323 0.05 0.00 -0.03
N 3.02193 0.99854 0.62876 0.00 -0.02 0.01
C 1.83630 0.97403 -0.05939 0.02 0.04 0.03
O 0.73679 0.92689 0.56000 0.03 -0.13 -0.15
C 2.16678 0.97816 -1.43508 0.00 0.05 0.00
C 3.53636 0.99422 -1.51759 -0.07 0.01 0.02
C 4.39985 1.08709 -2.72443 0.02 0.01 -0.01
C 3.20287 0.61137 1.98765 0.01 -0.01 0.03
C 2.46628 1.25484 2.97133 -0.01 0.00 -0.01
C 2.61072 0.85396 4.29045 -0.01 0.00 0.00
C 3.49798 -0.15979 4.62388 0.00 -0.01 0.00
C 4.23516 -0.78982 3.63116 0.01 0.02 -0.01
C 4.07981 -0.41700 2.30489 0.01 0.00 0.01
H 5.30277 2.03272 1.01065 0.00 0.00 -0.01
H 5.82109 1.99896 -0.67904 0.00 0.00 -0.01
H 6.04785 0.56873 0.34686 0.00 0.00 0.00
H 1.45969 0.98707 -2.24667 0.02 -0.03 -0.01
H 3.79352 0.95190 -3.61627 0.00 0.00 0.00
H 5.18218 0.32828 -2.71313 0.00 0.00 0.00
H 4.87808 2.06647 -2.78873 0.00 0.00 0.00
H 1.78018 2.04439 2.69987 0.00 0.00 0.00
H 2.03187 1.34431 5.06138 0.00 0.00 0.00
H 3.61490 -0.45853 5.65685 0.00 0.00 0.00
H 4.92530 -1.58342 3.88583 0.00 0.00 0.00
H 4.62019 -0.93294 1.52177 -0.01 0.00 0.00
C -1.06096 -2.09739 -2.59468 -0.04 -0.01 0.03
P -1.04379 -1.77290 -0.80857 -0.06 -0.20 -0.04
C -2.44928 -2.74891 -0.23570 0.00 0.00 0.00
C -2.29016 -3.98665 0.37655 -0.01 0.01 -0.01
C -3.41013 -4.73958 0.69955 0.02 0.00 0.01
C -4.67876 -4.25985 0.41282 -0.02 0.01 0.00
C -4.83818 -3.01992 -0.19282 -0.01 -0.01 0.01
C -3.72582 -2.26100 -0.51506 0.03 -0.01 0.02
C 0.49151 -2.51205 -0.19306 0.00 0.03 0.03
C 1.36796 -3.15681 -1.06542 0.00 0.04 -0.01
C 2.54440 -3.71617 -0.58768 0.02 0.00 0.00
C 2.85301 -3.64012 0.76183 0.00 0.00 -0.01
C 1.98550 -2.99868 1.63590 -0.01 -0.01 -0.01
C 0.81437 -2.43095 1.16315 -0.02 -0.02 0.03
H -1.97843 -1.67694 -3.00531 0.01 0.00 -0.01
H -1.07437 -3.17652 -2.75156 0.02 0.00 0.00
H -0.21261 -1.64010 -3.09845 0.00 0.03 0.00
H -1.29986 -4.36332 0.59879 0.00 -0.01 0.00
H -3.28908 -5.70345 1.17590 0.00 0.00 0.00
H -5.54874 -4.85097 0.66666 0.00 0.00 0.00
H -5.82921 -2.64349 -0.41003 0.00 0.00 0.00
H -3.85080 -1.29036 -0.98653 -0.01 0.00 0.01
H 1.14449 -3.23271 -2.11996 0.00 0.00 0.00
H 3.21322 -4.21976 -1.27314 0.00 0.00 0.00
H 3.76630 -4.08648 1.13420 0.00 0.00 0.00
H 2.21913 -2.93629 2.69023 0.00 0.01 0.00
H 0.14623 -1.94005 1.85738 0.00 -0.02 -0.01
```
Forces are in eV/Å.

No. 2
Molecular formula: C39H31ClMgN3O4P
Method: DFT, ωB97M-V/def2-TZVPD

Calculated values
E_HOMO = -0.06928 Eh
calculated total energy = -2971.94525 Eh
spin multiplicity = 1
charge = -2
orbital gap = 6.3 eV
ΔE to the lowest compared entry with this formula, charge and spin = 14.8 kcal/mol

```
80
Properties=species:S:1:pos:R:3:forces:R:3
Mg 0.56173 2.34720 2.02968 0.13 0.51 -0.71
O 0.40193 2.82262 3.90610 -0.58 -0.11 0.44
C -0.43069 2.08738 4.58290 0.32 -0.07 0.12
C -1.30664 2.68862 5.52716 0.01 -0.01 -0.09
C -2.21082 1.96060 6.26909 0.08 -0.18 0.01
C -2.28285 0.56667 6.14997 0.05 0.07 -0.04
C -1.41653 -0.05841 5.26808 0.03 0.08 -0.05
C -0.49750 0.64865 4.48704 0.12 0.00 -0.18
C 0.41560 -0.11489 3.62001 0.00 0.22 0.23
N 1.11397 0.47689 2.73459 0.03 -0.57 0.03
N 2.05918 -0.20617 1.98298 -0.14 0.26 0.02
C 2.69948 0.71227 1.26757 -0.15 0.25 0.08
O 2.49842 1.97386 1.29926 0.14 -0.75 -0.08
C 3.73820 0.19261 0.31369 -0.03 -0.05 0.07
C 3.98806 -1.17135 0.15974 0.07 0.03 -0.06
C 4.94555 -1.61140 -0.74693 -0.07 0.06 0.05
C 5.65855 -0.69340 -1.51289 -0.06 0.02 0.05
C 5.40299 0.66499 -1.36794 -0.02 -0.07 0.04
C 4.44728 1.10372 -0.45840 0.09 0.02 -0.15
H -1.26088 3.76922 5.60395 -0.01 -0.04 -0.01
H -2.87253 2.47322 6.96055 -0.01 0.03 -0.02
H -2.99571 -0.01004 6.72994 0.03 0.04 -0.03
H -1.45054 -1.13871 5.15524 0.03 -0.02 0.01
H 0.51389 -1.19221 3.77911 0.03 -0.05 0.04
H 3.41236 -1.86633 0.75837 0.04 0.00 0.01
H 5.13063 -2.67492 -0.86396 -0.02 0.05 0.00
H 6.39702 -1.03739 -2.22989 -0.04 0.02 0.02
H 5.94305 1.38269 -1.97543 -0.04 -0.01 0.00
H 4.21226 2.15466 -0.34177 0.00 -0.03 0.01
O -2.59213 3.31775 2.15994 0.01 -0.23 0.01
C -2.35189 2.24715 1.61620 0.30 -0.23 -0.25
O -1.29960 1.51390 1.70939 -0.14 0.44 0.15
C -3.37623 1.61031 0.69550 0.02 -0.17 -0.10
C -4.69890 2.02241 0.80090 -0.10 -0.04 -0.05
C -5.69792 1.38747 0.08166 -0.01 -0.02 0.00
C -5.36692 0.33894 -0.76660 0.06 0.01 -0.04
C -4.04115 -0.04950 -0.90963 0.16 0.13 0.01
C -3.01700 0.57809 -0.19027 -0.03 -0.01 0.14
P -1.23133 0.03143 -0.33366 -0.75 -0.34 0.22
C -1.32174 -0.83413 -1.99970 -0.06 0.34 -0.08
C -1.18626 -2.18689 -2.29413 -0.13 -0.07 0.06
C -1.08705 -2.63271 -3.61211 -0.02 0.06 0.03
C -1.11889 -1.73086 -4.66304 -0.05 0.09 0.06
C -1.25981 -0.37161 -4.39088 -0.06 -0.09 0.08
C -1.34935 0.06627 -3.07899 -0.16 -0.09 0.00
C -1.22666 -1.43472 0.78141 0.14 -0.03 -0.03
C -2.23156 -1.72724 1.69886 -0.03 -0.03 0.01
C -2.15305 -2.86339 2.49700 0.06 0.02 -0.01
C -1.06087 -3.71640 2.40366 0.01 0.08 -0.05
C -0.02811 -3.41007 1.52439 -0.09 0.04 0.00
C -0.10924 -2.27508 0.73018 0.00 0.11 0.01
H -4.91870 2.83885 1.47963 0.07 -0.04 -0.02
H -6.73294 1.69419 0.19163 0.03 0.01 -0.01
H -6.14110 -0.17902 -1.32234 0.02 0.00 -0.01
H -3.79776 -0.85541 -1.58965 0.01 -0.04 -0.02
H -1.16334 -2.91155 -1.48943 0.02 -0.01 0.00
H -0.98066 -3.69242 -3.81411 0.01 -0.01 0.03
H -1.01925 -2.07752 -5.68552 0.00 0.02 0.02
H -1.27263 0.34620 -5.20289 0.03 0.00 0.03
H -1.41489 1.13108 -2.86885 0.00 -0.10 -0.05
H -3.07634 -1.05746 1.80551 0.00 -0.02 -0.04
H -2.94715 -3.07713 3.20236 -0.01 0.02 0.02
H -1.00466 -4.60272 3.02563 0.01 0.02 0.01
H 0.84701 -4.04701 1.47042 0.01 0.03 -0.01
H 0.71763 -2.01459 0.07511 -0.04 -0.05 0.06
Cl 0.30253 3.74980 0.02723 -0.03 0.21 0.07
N 1.14175 1.37654 -2.02672 0.36 0.05 -0.33
C 1.89089 0.92727 -3.06549 0.10 0.11 0.00
C 1.90326 -0.43739 -3.41911 0.13 -0.02 0.04
C 2.65741 -0.88816 -4.48908 0.01 0.12 0.04
C 3.42696 -0.01162 -5.25431 -0.11 0.03 0.12
C 3.41015 1.34075 -4.91992 -0.07 -0.04 0.06
C 2.65852 1.80930 -3.85364 0.00 -0.05 0.01
H 1.17900 2.32805 -1.67218 0.05 -0.13 0.05
H 0.69065 0.72185 -1.40764 0.15 0.17 0.04
H 1.31507 -1.13676 -2.82943 0.09 0.07 -0.09
H 2.64136 -1.94620 -4.73352 0.01 0.04 0.03
H 4.02281 -0.37300 -6.08294 0.00 0.00 -0.01
H 3.99486 2.04731 -5.50055 0.00 -0.01 0.02
H 2.65975 2.86500 -3.59809 0.01 -0.07 -0.02
```
Forces are in eV/Å.